Entry 1:
The following is a DFT calculation (wB97M-V/def2-TZVPD) of 2 unconnected molecules or ions with the total composition C39H44BNO4S in a non-equilibrium geometry.

```
! RIJCOSX wB97M-V def2-TZVPD def2/J DEFGRID3
* xyz 0 1
S 1.486 4.032 1.697
O 1.077 -3.955 4.481
O 2.951 -1.388 -0.779
O -3.239 -1.973 -3.394
O 2.853 -0.699 1.465
N -4.920 3.446 0.361
C -3.448 -3.331 -3.611
C 0.260 -0.858 2.890
C -0.783 3.074 0.283
C -3.585 3.175 0.320
C 4.730 0.778 1.698
C 0.542 3.608 0.259
C 0.101 -1.289 -1.918
C 5.276 -0.966 -1.282
C 1.194 4.098 -0.873
C -4.337 -3.639 -4.652
C 2.582 5.003 0.779
C -1.609 -0.225 -0.623
C -5.665 3.791 -0.833
C 0.076 -3.599 2.297
C -1.517 2.987 -0.929
C 0.287 -1.276 1.546
C 3.617 0.914 -1.105
C -0.258 -0.593 -0.758
C 0.050 -2.651 1.280
C -4.343 -5.953 -3.939
C 4.198 -0.473 1.028
C 0.282 -1.776 3.917
C -4.787 -4.949 -4.806
C 2.297 4.930 -0.578
C -0.874 -1.844 -2.755
C -2.888 3.131 -0.919
C -1.479 2.887 1.497
C -2.565 -0.593 -1.556
C -5.601 3.687 1.616
C 0.685 -0.357 0.393
C 4.057 -0.453 -0.558
C 1.886 -5.042 3.951
C -3.431 -5.643 -2.926
C 3.628 5.870 1.364
C 0.419 -3.153 3.598
C -2.217 -1.511 -2.555
C -2.855 2.967 1.526
C -2.953 -4.332 -2.766
C 5.017 -1.650 1.566
B 2.177 -1.138 0.324
H -2.237 -4.082 -1.980
H 6.094 -1.462 1.467
H 4.809 -1.767 2.637
H 4.476 5.291 1.747
H 5.530 -1.983 -0.965
H 0.835 3.900 -1.879
H -5.497 -5.186 -5.598
H -0.028 -4.663 2.074
H 6.129 -0.311 -1.068
H 0.769 0.707 0.662
H 4.165 1.678 1.430
H 1.250 -5.912 3.741
H 1.150 -1.470 -2.139
H 0.332 -1.466 4.960
H -3.378 2.942 2.482
H 4.447 1.630 -1.081
H 2.847 5.515 -1.318
H -1.909 0.363 0.245
H -5.499 2.828 2.290
H 4.671 0.652 2.788
H 0.280 0.215 3.100
H 2.764 1.338 -0.553
H -3.426 3.287 -1.862
H -0.915 2.759 2.422
H 3.221 6.483 2.174
H -0.085 -2.984 0.249
H -6.659 3.840 1.386
H 3.298 0.805 -2.150
H -0.599 -2.537 -3.552
H -4.672 -2.840 -5.308
H -0.986 2.888 -1.873
H -6.705 3.947 -0.533
H -5.215 4.578 2.134
H 3.989 6.535 0.573
H -3.085 -6.412 -2.235
H -3.594 -0.232 -1.489
H 5.103 -0.961 -2.361
H -5.619 2.982 -1.575
H 5.787 0.916 1.423
H 2.439 -4.751 3.043
H 4.763 -2.593 1.066
H -4.715 -6.975 -4.041
H -5.291 4.714 -1.303
H 2.591 -5.275 4.751
*
```

SMILES string: COc1ccc([C@@H](B2OC(C)(C)C(C)(C)O2)c2ccc(Oc3ccccc3)cc2)cc1.Cc1ccc(-c2ccc(N(C)C)cc2)s1
Orbital gap, eV: 7.328
Energy above the lowest of the compared OMol25 structures with the same formula, charge and spin, eV: 0.689
E_HOMO, eV: -6.761

---

Entry 2:
The following is a DFT calculation (wB97M-V/def2-TZVPD) of a molecular structure, C17H17NO12P2Tc.

```
! RIJCOSX wB97M-V def2-TZVPD def2/J DEFGRID3
* xyz -2 2
Tc 0.453 0.196 0.780
P 2.983 0.182 -1.306
P 2.722 2.464 0.547
O 2.100 -0.418 2.271
O 4.037 -0.563 -0.335
O 3.645 1.715 1.609
O 3.213 -1.455 4.888
O 3.331 0.053 -2.732
O 1.261 2.105 0.823
O 1.061 -1.149 6.870
O 1.625 -0.352 -0.865
O 3.111 1.721 -0.860
O 3.080 3.884 0.429
O -1.258 0.066 5.535
O -0.477 0.439 2.654
N -0.165 -1.760 1.002
C 0.227 -0.012 3.622
C -1.870 0.463 -2.513
C -2.607 -1.370 -4.509
C -0.563 -4.243 1.652
C 2.112 -0.974 4.679
C -2.524 2.397 -0.997
C -0.227 2.250 -1.933
C -1.349 -1.436 -3.920
C -0.186 -0.191 5.012
C -3.127 0.516 -3.107
C -0.983 -0.536 -2.934
C -3.495 -0.391 -4.098
C 1.554 -0.460 3.430
C -0.351 -2.851 1.291
C -1.413 1.428 -1.418
C -1.086 0.570 -0.198
C 1.008 -0.816 5.706
H 3.235 0.871 1.915
H -0.537 2.845 -2.798
H -0.641 -2.195 -4.232
H 4.810 -0.009 -0.180
H -2.154 3.025 -0.185
H -0.933 -4.794 0.789
H -2.890 -2.076 -5.282
H 0.378 -4.680 1.983
H -2.818 3.049 -1.825
H -4.480 -0.326 -4.546
H -3.409 1.868 -0.635
H 0.601 1.613 -2.241
H -0.004 -0.603 -2.471
H -2.012 0.063 0.124
H -3.837 1.272 -2.800
H 0.141 2.912 -1.150
H -1.290 -4.307 2.460
*
```

Orbital gap (alpha / beta), eV: 6.106 / 5.911
Energy above the lowest of the compared OMol25 structures with the same formula, charge and spin, eV: 0.000
E_HOMO (alpha / beta), eV: -1.943 / -1.747

---

Entry 3:
The following is a DFT calculation (wB97M-V/def2-TZVPD) of 2 unconnected molecules or ions with the total composition C4H6ClOS in a non-equilibrium geometry.

```
! RIJCOSX wB97M-V def2-TZVPD def2/J DEFGRID3
* xyz -1 1
Cl 1.536 -1.625 -1.334
S 2.566 1.707 -1.579
O 1.931 1.389 1.000
C 1.837 1.156 -0.163
C -1.539 0.170 0.651
C -0.437 -0.891 0.425
C 0.484 -0.328 -0.707
H 0.068 -1.139 1.445
H -1.859 0.356 -0.463
H -2.461 -0.166 1.188
H -0.963 -1.874 -0.033
H -0.035 0.124 -1.550
H -1.129 1.123 1.119
*
```

Orbital gap, eV: 7.149
Energy above the lowest of the compared OMol25 structures with the same formula, charge and spin, eV: 0.000
E_HOMO, eV: -3.391

---

Entry 4:
The following is a DFT calculation (wB97M-V/def2-TZVPD) of a single C5H8S molecule in a non-equilibrium geometry.

```
! RIJCOSX wB97M-V def2-TZVPD def2/J DEFGRID3
* xyz 0 1
S -2.534 -0.487 -0.045
C 0.029 1.655 -0.170
C -0.841 -0.759 -0.313
C 0.258 0.235 0.345
C 2.345 -1.165 -0.137
C 1.485 -0.384 0.197
H -0.550 -0.887 -1.369
H -0.932 1.630 -0.787
H 0.022 0.221 1.382
H -0.607 -1.740 0.119
H 0.049 2.411 0.607
H 0.868 1.838 -0.828
H 3.293 -1.586 -0.194
H -2.885 -0.981 1.193
*
```

SMILES string: C#C[C@@H](C)CS
Orbital gap, eV: 9.914
Energy above the lowest of the compared OMol25 structures with the same formula, charge and spin, eV: 2.483
E_HOMO, eV: -9.106

---

Question: Look up the energy above the lowest of the compared OMol25 structures with the same formula, charge and spin of the fourth one.
Answer: 2.483 eV